A 2-piece molecular cluster, CH2FIS overall. Source: the OMol25 dataset; level of theory: ωB97M-V with the def2-TZVPD basis set.

```
! wB97M-V def2-TZVPD RIJCOSX def2/J DEFGRID3
* xyz 0 1
C 0.84 0.86 -0.17
F 1.46 2.02 0.14
S -2.57 -1.07 -0.05
I 1.90 -0.93 -0.14
H -0.22 0.76 -0.08
H -1.42 -1.65 0.30
*
```

- Gap between HOMO and LUMO (spin up / spin down): 10.24 / 5.60 eV
- HOMO (spin up / spin down): -10.32 / -8.34 eV
- E: -834.90802 a.u.

Here are the Mulliken charges for atoms 1 to 2, given in e: -0.17 -0.18

---

An isolated ion of composition C8H16N3O2 and charge +1. Source: the OMol25 dataset; level of theory: ωB97M-V with the def2-TZVPD basis set.

```
! wB97M-V def2-TZVPD RIJCOSX def2/J DEFGRID3
* xyz 1 1
C -0.39 -2.32 1.91
C -0.89 -2.01 0.53
O -0.88 -2.83 -0.28
N -1.32 -0.68 0.15
C -2.21 -0.10 1.11
C -1.97 1.24 1.74
O -3.13 -0.73 1.43
C -0.25 0.17 -0.31
C 0.04 -0.25 -1.79
N 0.82 0.91 -2.36
C 2.10 1.13 -1.60
C 1.92 1.09 -0.07
N 1.02 0.03 0.41
H 0.60 -2.74 1.79
H -0.28 -1.45 2.55
H -0.98 -3.09 2.38
H -2.37 1.27 2.73
H -2.55 1.97 1.17
H -0.95 1.58 1.71
H -0.53 1.21 -0.37
H 0.62 -1.15 -1.84
H -0.92 -0.33 -2.29
H 0.23 1.74 -2.28
H 0.95 0.76 -3.36
H 2.48 2.10 -1.91
H 2.82 0.41 -1.96
H 1.68 2.06 0.35
H 2.89 0.83 0.32
H 1.48 -0.82 0.12
*
```

- Gap between HOMO and LUMO: 9.52 eV
- HOMO: -13.10 eV
- E: -628.90830 a.u.

Here are the Mulliken charges for atoms 1 to 2, given in e: -1.20 0.56

---

An isolated ion of composition C5H12N and charge +1. Source: the OMol25 dataset; level of theory: ωB97M-V with the def2-TZVPD basis set.

```
! wB97M-V def2-TZVPD RIJCOSX def2/J DEFGRID3
* xyz 1 1
C -1.60 0.08 -0.02
C -0.41 -0.69 -0.60
C 0.93 -0.03 -0.39
C 1.97 -0.76 0.01
C 1.11 1.40 -0.87
N -1.60 -0.12 1.51
H -1.40 1.14 -0.14
H -2.53 -0.31 -0.40
H -0.63 -0.60 -1.67
H -0.42 -1.74 -0.30
H 2.90 -0.31 0.35
H 1.78 -1.81 0.18
H 1.52 1.43 -1.88
H 0.15 1.91 -0.98
H 1.80 1.88 -0.18
H -1.96 0.70 1.99
H -2.17 -0.92 1.79
H -0.63 -0.31 1.81
*
```

- Gap between HOMO and LUMO: 9.57 eV
- HOMO: -13.27 eV
- E: -252.18737 a.u.

Here are the Mulliken charges for atoms 1 to 2, given in e: -0.48 -0.87

---

A 8-piece molecular cluster, H16O8 overall. Source: the OMol25 dataset; level of theory: ωB97M-V with the def2-TZVPD basis set.

```
! wB97M-V def2-TZVPD RIJCOSX def2/J DEFGRID3
* xyz 0 1
O 13.07 -12.82 8.80
H 12.63 -12.00 8.54
H 13.09 -12.78 9.76
O 16.14 -13.47 9.50
H 15.22 -13.29 9.28
H 16.24 -14.42 9.39
O 15.59 -16.06 8.16
H 15.54 -16.37 7.25
H 15.97 -16.81 8.65
O 15.44 -16.68 12.22
H 15.06 -16.37 13.04
H 16.06 -15.99 11.96
O 18.64 -12.68 7.06
H 18.65 -13.01 7.97
H 19.15 -13.32 6.56
O 16.38 -11.28 11.81
H 16.65 -12.20 11.70
H 16.01 -11.03 10.97
O 18.69 -15.98 11.03
H 19.39 -15.69 10.43
H 18.08 -16.47 10.46
O 18.79 -13.16 10.24
H 18.96 -14.03 10.63
H 17.83 -13.17 10.02
*
```

- Gap between HOMO and LUMO: 10.75 eV
- HOMO: -10.94 eV
- E: -611.49401 a.u.

Here are the Mulliken charges for atoms 1 to 2, given in e: -0.66 0.32